{"formula": "C3H7FOS", "method": "ωB97M-V with the def2-TZVPD basis set", "elements": ["S", "H", "C", "F", "H", "C", "O", "H", "H", "C", "H", "H", "H"], "coordinates": [[0.4535, 0.3495, 0.7703], [0.6790, 1.0599, 2.0835], [1.6317, 1.5451, -0.1147], [-2.1816, 0.5554, -0.1421], [1.5226, 1.0166, -1.0926], [-1.4232, -1.5826, -0.5608], [1.2443, -0.8435, 0.9708], [-2.1685, -1.9535, -1.3573], [-1.9708, -1.7596, 0.4019], [-1.1742, -0.0614, -0.8380], [-0.5584, -2.1460, -0.5275], [2.6009, 1.3235, 0.4060], [1.3447, 2.4965, 0.0005]], "atomic_forces_ev_per_a": [[1.83, 3.20, 2.10], [-0.97, -0.56, -1.64], [0.50, -5.87, 0.38], [0.07, -0.03, -0.92], [0.59, 1.26, 0.32], [-3.22, 1.64, 0.02], [0.71, -2.01, -0.25], [1.34, 0.61, 0.80], [0.41, 0.36, -0.64], [-1.08, -1.28, 1.09], [1.88, -1.11, -0.43], [-0.86, 0.21, -0.72], [-1.20, 3.57, -0.11]], "lowdin_charge": [0.8149, 0.0542, -0.2017, -0.1252, 0.0531, -0.1467, -0.5480, 0.1078, 0.0822, -0.1658, 0.0167, 0.0689, -0.0104], "spin_multiplicity": 1, "total_charge": 0, "relative_energy_ev": 5.5590, "homo_lumo_gap_ev": [8.4, 8.4], "total_energy_ha": -691.594426}